Formula: C26H24AsCl3GeIrN4OS3Se
Source: the Open Molecules 2025 dataset
Level of theory: ωB97M-V/def2-TZVPD

Structure (XYZ):
```
65
Properties=species:S:1:pos:R:3
Ir -0.644 0.245 -1.567
O -0.787 2.101 -0.682
N -0.664 3.179 -1.473
C -0.187 4.293 -0.878
C -0.048 5.448 -1.589
C -0.394 5.446 -2.945
C -0.877 4.301 -3.526
C -1.031 3.125 -2.776
S -1.692 1.668 -3.397
H 0.071 4.163 0.163
H 0.339 6.329 -1.101
H -0.278 6.343 -3.537
H -1.151 4.268 -4.570
S 2.442 1.694 1.319
C 2.768 0.105 1.857
C 4.056 -0.244 2.304
C 4.321 -1.525 2.749
C 3.303 -2.469 2.777
C 2.017 -2.141 2.348
C 1.743 -0.871 1.879
As 0.002 -0.332 1.193
C -0.629 0.890 2.561
C -1.710 1.717 2.274
C -2.225 2.550 3.258
C -1.660 2.565 4.524
C -0.579 1.742 4.810
C -0.065 0.902 3.833
C -1.081 -1.895 1.659
C -2.091 -1.832 2.617
C -2.924 -2.931 2.836
C -2.749 -4.103 2.107
C -1.741 -4.172 1.159
C -0.919 -3.073 0.935
H 4.828 0.512 2.288
H 5.316 -1.787 3.084
H 3.504 -3.469 3.140
H 1.238 -2.891 2.395
H -2.139 1.726 1.280
H -3.067 3.192 3.031
H -2.059 3.218 5.289
H -0.135 1.752 5.797
H 0.775 0.259 4.066
H -2.233 -0.934 3.204
H -3.690 -2.876 3.600
H -3.391 -4.955 2.284
H -1.592 -5.080 0.590
H -0.136 -3.143 0.189
C 2.006 -2.770 -5.298
N 1.328 -2.585 -4.023
C 0.185 -1.958 -3.873
N -0.463 -1.453 -4.909
S -0.562 -1.929 -2.283
H 2.884 -3.385 -5.133
H 2.321 -1.809 -5.707
H 1.347 -3.284 -5.999
H 1.806 -2.839 -3.171
H 0.016 -1.288 -5.782
H -1.277 -0.887 -4.726
Cl 2.483 2.616 -1.893
Ge 1.577 0.717 -2.375
Cl 3.027 -0.764 -1.680
Cl 1.935 0.739 -4.539
Se -4.782 -1.257 0.898
C -3.445 -0.625 -0.127
N -2.543 -0.245 -0.738
```

Summary:
Multiplicity: 5
ΔE to the lowest compared entry with this formula, charge and spin in kcal/mol: 9.8
Energy in hartree: -10692.89220
HOMO (alpha / beta) in eV: -9.21 / -10.59
Frontier orbital gap (alpha / beta) in eV: 6.6 / 4.9
Charge: +1
Expectation value of S²: 6.05

These are the Mulliken partial charges, in e, on atoms 1 to 8: 1.370 -0.483 0.368 -0.295 -0.747 -0.242 -0.811 0.581